No. 1
{"formula": "C6H12O", "method": "ωB97M-V/def2-TZVPD", "symbols": ["C", "C", "C", "C", "C", "C", "O", "H", "H", "H", "H", "H", "H", "H", "H", "H", "H", "H", "H"], "xyz": [[-1.3289, -1.1259, -0.0792], [-0.3160, -0.8161, -0.9557], [0.9255, -1.6643, -1.0931], [0.7263, 1.0815, -0.2684], [-0.1280, 1.9864, 0.2565], [0.8685, 1.3914, 1.1822], [0.5415, 0.5055, 2.2200], [-1.7142, 0.3712, 0.6302], [-2.3726, -1.0371, -0.3624], [-1.1248, -1.8038, 0.7524], [-0.6139, -0.2914, -1.8638], [0.7156, -2.4590, -1.8216], [1.2033, -2.1413, -0.1486], [1.7894, -1.1065, -1.4674], [1.3801, 1.0023, -1.1251], [-0.5791, 2.9358, -0.0074], [-1.4340, 1.1645, 0.6560], [1.7054, 1.9960, 1.5368], [-0.2441, 0.0108, 1.9586]], "atomic_forces_ev_per_a": [[0.11, -0.08, -0.18], [-0.21, -0.12, 0.02], [0.07, 0.01, 0.06], [-0.08, 0.18, 0.01], [0.15, -0.05, -0.09], [0.26, 0.27, -0.13], [-0.18, -0.24, -0.05], [0.01, 0.07, 0.02], [0.15, 0.08, 0.02], [-0.05, 0.12, -0.13], [0.07, -0.07, 0.11], [0.06, 0.09, 0.16], [-0.05, 0.11, -0.07], [-0.13, -0.06, 0.09], [-0.17, 0.02, 0.08], [0.03, -0.15, 0.10], [-0.03, -0.09, 0.05], [-0.09, -0.09, -0.10], [0.09, 0.03, 0.04]], "lowdin_charge": [-0.0976, -0.2822, -0.1050, -0.0954, -0.1090, -0.3380, -0.0345, 0.0888, 0.0629, 0.0820, 0.1133, 0.0789, 0.0838, 0.0629, 0.1065, 0.1067, 0.0954, 0.1362, 0.0445], "e_above_lowest_kcal_mol": 145.7, "homo_lumo_gap_ev": 10.07, "e_tot_ev": -8458.03530}

=====

No. 2
{"formula": "C6H12O", "method": "ωB97M-V/def2-TZVPD", "symbols": ["C", "C", "C", "C", "C", "C", "H", "H", "H", "H", "H", "H", "H", "H", "H", "H", "H", "H", "O"], "xyz": [[-0.9348, -1.0495, -1.7152], [-1.1035, -0.2629, -2.7932], [0.3474, -1.5589, -1.1682], [0.9273, -0.8427, 0.0595], [0.2170, -0.5486, 1.1441], [0.7175, 0.1003, 2.4265], [-1.8231, -1.0621, -1.0840], [-2.0821, 0.1282, -3.0040], [-0.4163, -0.4079, -3.6279], [1.1680, -1.4367, -1.8817], [0.4360, -2.6384, -0.9659], [1.9979, -0.6833, 0.0495], [-0.8604, -0.7104, 1.0938], [1.6501, 0.6481, 2.3085], [0.8011, -0.7163, 3.1462], [-0.0378, 0.7860, 2.8095], [-1.1058, 3.5699, 1.0843], [0.2733, 2.9497, 1.2348], [-0.1720, 3.7356, 0.8834]], "atomic_forces_ev_per_a": [[-0.87, 1.69, 0.21], [0.43, -2.33, -0.14], [2.04, -0.34, -0.10], [-0.97, -0.39, 0.46], [0.06, 0.82, -0.23], [-0.59, -0.62, -0.64], [0.29, -0.27, 0.39], [-0.14, 0.25, -0.10], [0.23, 0.91, 0.21], [-0.40, 0.13, -0.58], [-0.74, 0.14, 0.05], [0.10, 0.09, -0.03], [0.12, -0.15, 0.15], [0.14, -0.24, 0.01], [0.31, 0.28, 0.31], [0.00, 0.06, 0.06], [0.31, 0.14, -0.13], [-0.06, 0.26, -0.19], [-0.25, -0.43, 0.31]], "lowdin_charge": [-0.1925, 0.0059, -0.2212, -0.1160, -0.1741, -0.1039, 0.0895, 0.0438, 0.0593, 0.1008, 0.1143, 0.1022, 0.0978, 0.0710, 0.0713, 0.0601, 0.0383, 0.0182, -0.0648], "e_above_lowest_kcal_mol": 49.1, "homo_lumo_gap_ev": 10.29, "e_tot_ev": -8462.22532}